{
  "formula": "C58H144N9O19",
  "method": "the ωB97M-V functional and the def2-TZVPD basis",
  "total_energy_ha": -4216.98857,
  "spin_multiplicity": 2,
  "gap_ev": [3.13, 6.04],
  "homo_energy_ev": [-10.283, -13.575],
  "charge": 4,
  "fmax_ha_per_bohr": 0.069,
  "species": ["O", "O", "O", "O", "O", "O", "O", "O", "O", "O", "O", "O", "O", "O", "O", "O", "O", "O", "O", "N", "N", "N", "N", "N", "N", "N", "N", "N", "C", "C", "C", "C", "C", "C", "C", "C", "C", "C", "C", "C", "C", "C", "C", "C", "C", "C", "C", "C", "C", "C", "C", "C", "C", "C", "C", "C", "C", "C", "C", "C", "C", "C", "C", "C", "C", "C", "C", "C", "C", "C", "C", "C", "C", "C", "C", "C", "C", "C", "C", "C", "C", "C", "C", "C", "C", "C", "H", "H", "H", "H", "H", "H", "H", "H", "H", "H", "H", "H", "H", "H", "H", "H", "H", "H", "H", "H", "H", "H", "H", "H", "H", "H", "H", "H", "H", "H", "H", "H", "H", "H", "H", "H", "H", "H", "H", "H", "H", "H", "H", "H", "H", "H", "H", "H", "H", "H", "H", "H", "H", "H", "H", "H", "H", "H", "H", "H", "H", "H", "H", "H", "H", "H", "H", "H", "H", "H", "H", "H", "H", "H", "H", "H", "H", "H", "H", "H", "H", "H", "H", "H", "H", "H", "H", "H", "H", "H", "H", "H", "H", "H", "H", "H", "H", "H", "H", "H", "H", "H", "H", "H", "H", "H", "H", "H", "H", "H", "H", "H", "H", "H", "H", "H", "H", "H", "H", "H", "H", "H", "H", "H", "H", "H", "H", "H", "H", "H", "H", "H", "H", "H", "H", "H", "H", "H", "H", "H", "H", "H", "H", "H"],
  "positions_angstrom": [[-2.31175, 2.60528, 2.89966], [-2.60402, 0.45478, 3.28290], [-2.12595, -5.27603, 2.60821], [0.73349, -0.33251, -7.15741], [1.31041, -3.36264, -2.71074], [-0.65261, -3.41578, 1.19304], [-4.94310, -4.25859, -2.07002], [3.16446, -2.13148, -2.35426], [-2.92265, -6.33119, 4.29600], [-4.80106, -2.05853, -2.50604], [-2.35929, 1.89653, 5.03969], [2.30735, -2.40908, -4.43235], [-2.50228, -7.48359, 2.49724], [-0.71421, 3.87671, 7.10344], [2.97083, 2.96242, -7.93576], [-4.79332, -2.83599, -0.40505], [-4.54166, -1.15976, 4.33475], [-1.47083, -6.07222, -4.95191], [-1.26969, 4.67225, 1.18251], [0.38833, -0.61362, 0.32314], [-5.67658, 1.37254, 0.46289], [0.44657, 6.16105, -0.56328], [-2.22307, -2.48933, 5.92440], [-2.35795, -1.08079, -5.03966], [3.78466, 2.00162, -5.18210], [6.35377, -1.59430, 2.50205], [2.12687, 3.44040, 4.66115], [-1.57789, -6.74555, -1.76890], [-3.75888, -2.94477, 5.74990], [-2.60897, -2.59475, -4.92187], [-1.58939, -5.35075, -2.62639], [-0.03633, 0.42216, 1.42454], [4.87302, 1.89104, -3.98584], [1.75460, 6.39203, -1.30416], [-5.95274, 1.42981, 2.00573], [4.82707, 0.64510, -3.14179], [-3.75168, -0.38385, -5.21260], [6.07475, -0.63382, 3.71401], [1.79946, 2.64479, -3.48770], [2.88202, 3.83709, -6.80471], [-7.03176, 0.38885, 2.34568], [7.57473, -2.47684, 2.74702], [-1.65036, -0.65724, -3.71761], [-2.45154, 1.62784, 3.69938], [6.51128, -0.88155, 1.13750], [-1.74657, -8.06255, -2.62237], [4.22413, 0.88683, -6.15042], [0.62126, 6.87521, 0.80111], [-7.16659, -0.46488, 1.09219], [-0.73734, 6.88707, -1.25777], [-4.64912, 3.70272, 0.59012], [1.47669, 3.96730, 3.36419], [-0.76215, -5.38615, -3.94960], [-5.77735, 2.89228, 0.02448], [2.39145, 1.63047, -4.63618], [-2.73686, -6.66046, -0.76574], [-1.41472, -2.35076, 4.58458], [3.92054, 3.46954, -5.75244], [1.04233, 3.19471, 5.74169], [3.24947, 4.34655, 5.04359], [-4.33591, 0.64249, -0.00223], [1.38061, -1.54404, 1.04515], [-0.30221, -6.93183, -0.94375], [3.57644, 3.41030, -9.19301], [1.11212, 0.04434, -0.80739], [0.28142, 4.38726, 6.33686], [-4.87501, -3.04236, -1.73776], [6.41612, 1.68635, 4.99054], [-1.49150, -3.49353, 6.80815], [5.15336, -2.61176, 2.26959], [-2.19207, -1.07379, 6.63469], [-2.56709, -6.31213, 3.11503], [2.67138, 2.06292, 4.31262], [-1.53885, -2.38237, 0.75007], [-4.38361, -2.57600, 4.43435], [-0.04389, -1.17718, -6.32679], [7.08452, 0.57697, 4.14683], [-6.89684, 0.54621, -0.07383], [-1.52565, -0.63849, -6.27779], [5.16019, -2.84712, 0.69625], [6.12664, -1.92015, 0.11683], [0.42670, 4.59927, -0.48562], [-4.57494, 5.12939, -0.01734], [-0.95504, 4.08553, -0.07110], [-0.77823, -1.45505, -0.28691], [2.26918, -2.65563, -3.10333], [-1.71306, 6.85402, -0.77303], [1.91320, 7.46308, -1.42988], [7.52849, 1.09945, 3.29947], [-1.35645, -0.72824, -0.85744], [-4.46424, -0.82561, -4.51603], [0.66590, 1.20549, 1.70983], [-0.35934, -7.92340, -0.49473], [-2.64799, -5.73213, -0.20148], [-1.10648, -4.03958, 1.76441], [-7.72526, 1.24732, -0.17522], [4.92197, 3.58490, -6.16706], [1.81261, -2.35025, 0.45229], [-4.20561, -0.35130, -6.20304], [5.15668, -0.11863, 3.43148], [-3.79262, -2.91969, 3.58541], [4.26062, -2.02148, 2.47621], [-1.26971, 0.33649, -3.95362], [-1.19697, -0.63241, 6.57926], [1.69753, 1.75225, -5.46790], [0.63487, -6.86741, -1.49678], [7.48130, -2.93280, 3.73265], [0.99571, 5.00591, 6.88016], [-0.06343, -2.13306, -6.85026], [0.49094, -1.39330, -5.40194], [1.61541, -2.96272, -4.80153], [-2.11320, -0.98356, -7.12856], [-1.99928, -1.86569, 1.59218], [-1.35249, -4.31595, 6.10642], [-4.29327, -2.46556, 6.57021], [-2.67881, -1.30933, 7.58110], [-5.76457, 2.99129, -1.06093], [-3.58961, -6.56509, -1.43791], [-3.63893, 5.60900, 0.26895], [-0.49741, 7.95028, -1.26873], [0.45144, 0.72332, -1.34646], [-3.45226, 1.08352, 0.45900], [0.16805, -5.88638, -3.68012], [5.80024, -0.05590, 1.16606], [5.78638, -1.30905, 4.51962], [-8.01291, 0.74930, 2.65471], [3.93370, 4.29320, 4.19678], [-0.16781, 4.89457, 5.48308], [1.74564, 1.51868, 4.12573], [-0.34000, -6.14655, -0.18875], [2.94662, 4.87801, -7.12157], [5.39484, -3.88446, 0.45759], [-6.57739, 0.02162, -0.97431], [-3.62946, -4.01838, 5.88664], [-0.27696, -2.08260, -1.02380], [-1.98123, -1.64746, 3.97423], [-2.39097, -2.83793, 0.24564], [6.19379, 1.22900, 5.95464], [-5.35752, -3.06513, 4.45345], [5.92470, -1.39165, -0.81485], [-0.26698, -0.00894, 2.39874], [5.41335, 1.87802, 4.60867], [-2.63868, -5.21077, -2.88615], [7.72479, -3.21338, 1.95767], [-3.69667, 3.23905, 0.33335], [-0.84893, -6.02422, -5.68167], [5.13799, 1.10232, -6.70406], [-2.73681, -7.98128, -3.07061], [8.33537, -1.69726, 2.70467], [2.32131, 2.46823, -2.54717], [2.99186, 5.33951, 5.41205], [7.01204, 2.56806, 5.22627], [-0.92342, 0.94568, 1.06802], [-6.72344, 3.29388, 0.38744], [-0.30063, 7.11691, 1.33006], [3.97656, 2.58866, -9.78707], [-2.06467, 2.79852, 4.89400], [2.23483, 0.58415, -4.37387], [-5.26388, 5.78432, 0.51606], [2.97019, 1.58671, 5.24644], [3.36713, 0.76783, -6.81335], [-3.62499, -2.79562, -5.26167], [1.87420, 3.96964, -6.41123], [2.20695, -0.87154, 1.27536], [5.25299, -3.47614, 2.92609], [3.91123, 0.60818, -2.55189], [3.62705, 3.74629, 5.87137], [4.77286, -0.27937, -3.71669], [0.31804, 2.48456, 5.34271], [-1.02095, -7.99692, -3.43308], [-6.16250, 2.45096, 2.32409], [-0.97832, 3.01423, 0.12855], [-2.14830, -3.87346, 7.59068], [-1.12301, 4.62550, 7.54366], [0.93339, -1.85178, 1.99035], [5.81502, 2.07543, -4.50231], [6.90868, -2.60960, -0.20127], [-2.86125, -0.44530, 6.04708], [7.53071, -0.53032, 0.97788], [1.16954, 6.15613, 1.40971], [2.59868, 5.89667, -0.82431], [-4.56198, 5.32732, -1.08914], [-3.73445, -0.85605, 3.91313], [-1.73745, 3.96519, 1.63292], [4.62459, 2.76956, -3.39038], [1.31779, 4.19314, -0.00697], [-1.69893, 4.37431, -0.81363], [-2.81114, -8.06122, 3.19905], [4.27535, -0.06509, -5.62189], [-4.31565, -0.39852, 0.32025], [-6.62825, -0.17513, 3.18665], [-1.62570, 0.43767, -6.41906], [-6.33312, -1.16659, 1.06028], [1.17990, 7.81073, 0.82965], [1.61343, 2.75017, 6.55677], [0.83225, 3.11062, 3.16695], [-1.51517, -3.34001, 4.13803], [1.37701, -0.78839, -7.70481], [5.70495, 0.53159, -2.50576], [-4.60954, 3.81532, 1.67356], [-4.98986, -3.77248, -0.32783], [-8.14026, -0.94102, 0.97666], [2.20435, 4.18942, 2.58364], [-4.97278, 1.11458, 2.36406], [-2.76894, -7.47857, -0.04618], [-0.44937, -3.26552, 7.03191], [4.37287, 4.13317, -9.01618], [-1.65411, -8.82334, -1.84729], [3.40395, 2.05181, 3.50558], [-1.84108, -3.18255, -5.42478], [2.85910, 3.93021, -9.82800], [7.91503, 0.22110, 4.75651], [-0.87558, 6.34711, -2.19450], [0.72351, 4.73590, 3.53762], [-3.64469, 0.59232, -4.73959], [1.89557, 3.71702, -3.65857], [-2.43772, -0.71115, -2.96577], [3.89359, 4.21136, -4.95426], [-2.81502, -2.85268, -3.88306], [-0.38988, -2.03332, 4.77701], [-1.22922, -4.53229, -2.00309], [0.43399, 4.20546, -1.50197], [1.97682, 0.57735, -0.41204], [1.43411, -0.72957, -1.50416], [-0.54434, -4.37744, -4.30054], [1.55354, 6.04786, -2.31866], [-0.89502, -1.39525, -3.44762], [4.21813, -2.62385, 0.19548], [0.78840, 2.35025, -3.20644], [-4.24287, 0.52277, -1.08162]]
}